# C36H37BO3S2

A 2-piece molecular cluster, C36H37BO3S2 overall in a non-equilibrium geometry (the ωB97M-V functional and the def2-TZVPD basis, the Open Molecules 2025 dataset).

Computed properties:
E_HOMO: -6.071 eV
Relative energy (zero: lowest compared OMol25 entry of this formula, charge and spin): 0.0 kJ/mol
Orbital gap: 3.00 eV

The geometry in XYZ format:
```
79
Properties=species:S:1:pos:R:3:mulliken_charge:R:1
C 5.812 3.436 2.628 -1.254
C 4.598 2.815 3.185 0.639
C 4.255 2.621 4.509 -0.804
C 3.016 1.913 4.661 -0.814
C 2.448 1.557 3.450 0.296
B 1.377 0.329 3.108 1.141
C 0.002 1.226 3.241 1.135
C -0.382 1.870 4.400 -0.899
C -1.331 2.911 4.194 -1.020
C -1.717 3.076 2.877 0.650
C -2.649 4.099 2.340 -1.301
S -0.874 1.925 1.887 -0.345
O 1.705 -0.239 1.840 -0.830
C 2.600 -1.315 2.150 2.171
C 2.433 -2.452 1.155 -1.650
C 4.044 -0.818 2.167 -2.165
C 2.115 -1.741 3.627 1.073
C 0.808 -2.508 3.598 -0.887
C 3.118 -2.563 4.425 -2.108
O 1.800 -0.491 4.235 -0.502
S 3.277 2.315 2.140 -0.274
H 6.517 3.638 3.436 0.356
H 6.278 2.772 1.895 0.257
H 5.539 4.376 2.136 0.262
H 4.889 2.920 5.346 0.335
H 2.584 1.698 5.631 0.402
H 0.068 1.668 5.370 0.532
H -1.675 3.570 4.988 0.363
H -3.207 4.567 3.163 0.362
H -2.098 4.899 1.814 0.298
H -3.370 3.653 1.645 0.242
H 2.843 -3.378 1.590 0.274
H 1.374 -2.595 0.915 0.214
H 2.985 -2.243 0.234 0.470
H 4.737 -1.680 2.162 0.451
H 4.248 -0.224 1.267 0.403
H 4.242 -0.219 3.070 0.319
H 0.848 -3.463 3.051 0.239
H 0.506 -2.710 4.632 0.797
H 0.039 -1.868 3.128 -1.089
H 3.278 -3.521 3.907 0.307
H 4.077 -2.044 4.535 0.391
H 2.696 -2.787 5.410 0.462
C -0.650 -6.721 -0.844 -0.866
O -0.313 -5.340 -1.155 -0.450
C -0.591 -4.380 -0.236 0.793
C -0.523 -3.011 -0.625 -0.789
C -0.904 -2.014 0.267 -0.073
C -1.526 -2.360 1.497 1.732
C -2.015 -1.356 2.414 0.429
C -2.317 -1.607 3.827 0.380
C -3.258 -0.617 4.255 -0.356
C -3.800 -0.644 5.534 -0.652
C -3.459 -1.690 6.395 -0.803
C -2.556 -2.683 5.991 -1.274
C -2.021 -2.666 4.700 0.149
C -3.660 0.151 3.084 0.020
C -2.872 -0.281 1.970 -0.318
C -3.112 0.252 0.698 0.841
C -4.264 1.002 0.491 -1.190
C -5.105 1.313 1.572 -0.916
C -4.763 0.964 2.879 -0.186
C -1.644 -3.724 1.829 -0.762
C -1.101 -4.720 1.040 -1.047
H -0.415 -7.238 -1.770 0.271
H -0.023 -7.097 -0.015 0.322
H -1.714 -6.852 -0.590 0.374
H -0.164 -2.757 -1.631 0.394
H -0.730 -0.962 0.028 0.323
H -4.435 0.189 5.851 0.443
H -3.909 -1.753 7.385 0.404
H -2.282 -3.487 6.676 0.426
H -1.416 -3.522 4.379 0.568
H -2.420 0.070 -0.121 0.351
H -4.502 1.373 -0.515 0.417
H -6.020 1.875 1.390 0.391
H -5.302 1.345 3.759 0.368
H -2.208 -4.039 2.701 0.915
H -1.165 -5.757 1.373 0.472
```